{
  "formula": "C38H42CsN7O2S2",
  "method": "the ωB97M-V functional and the def2-TZVPD basis",
  "e_homo_ha": -0.0492,
  "molar_mass_g_mol": 825.84,
  "spin_multiplicity": 1,
  "total_charge": -2,
  "orbital_gap_ev": 4.7696,
  "relative_energy_ev": 0.794,
  "species": ["Cs", "C", "N", "C", "C", "N", "C", "C", "C", "C", "C", "C", "C", "S", "C", "C", "C", "C", "C", "C", "S", "H", "H", "H", "H", "H", "H", "H", "H", "H", "H", "H", "H", "H", "H", "H", "H", "H", "H", "C", "O", "C", "C", "C", "C", "C", "C", "N", "N", "C", "C", "C", "C", "O", "C", "N", "C", "C", "C", "C", "H", "H", "H", "H", "H", "H", "H", "H", "H", "H", "H", "H", "C", "C", "N", "C", "C", "N", "C", "C", "H", "H", "H", "H", "H", "H", "H", "H", "H", "H", "H", "H"],
  "coordinates": [[-0.482666, -0.853472, -1.025788], [-0.697720, -2.323409, -3.973208], [-1.642047, -1.217589, -3.860438], [-1.252583, -0.072510, -4.667937], [-1.971757, 1.224090, -4.300894], [-1.791357, 1.631957, -2.921717], [-0.417008, 1.990832, -2.613685], [-2.892573, 2.372524, -2.389152], [-4.026279, 1.576887, -2.179968], [-5.203995, 2.076713, -1.655939], [-5.235288, 3.423502, -1.294540], [-4.125166, 4.213639, -1.510229], [-2.921092, 3.752810, -2.093740], [-1.683104, 4.935077, -2.482542], [-3.008224, -1.636695, -3.918994], [-3.818831, -1.256014, -4.988104], [-5.159476, -1.602190, -5.068414], [-5.710683, -2.376745, -4.059271], [-4.916732, -2.785845, -3.003216], [-3.564164, -2.429979, -2.876039], [-2.687945, -3.002138, -1.463113], [-0.755956, -2.821106, -4.955035], [-0.914686, -3.048457, -3.185610], [0.322920, -1.949911, -3.842183], [-1.412598, -0.249347, -5.747504], [-0.176533, 0.059748, -4.536172], [-3.040245, 1.106024, -4.476365], [-1.614978, 2.009973, -4.991784], [0.022137, 2.688464, -3.334772], [0.184396, 1.075856, -2.582377], [-0.365090, 2.466367, -1.636150], [-3.946580, 0.520066, -2.415039], [-6.055663, 1.424682, -1.506851], [-6.129760, 3.860153, -0.862107], [-4.157249, 5.269871, -1.265533], [-3.395458, -0.662574, -5.787511], [-5.756306, -1.262537, -5.906273], [-6.757722, -2.657604, -4.089321], [-5.334660, -3.389102, -2.207379], [9.468394, 2.527993, 2.774599], [8.123169, 2.357386, 3.144886], [7.661832, 1.067509, 3.247796], [6.303783, 0.928984, 3.543585], [5.737524, -0.320414, 3.652813], [6.513053, -1.469146, 3.478103], [7.863561, -1.324445, 3.224775], [8.446864, -0.063875, 3.089362], [6.005981, -2.787771, 3.743203], [4.931304, -3.181311, 3.236341], [4.243464, -2.518658, 2.223903], [4.814898, -1.714560, 1.235061], [4.088531, -1.173764, 0.200842], [2.682253, -1.375048, 0.060450], [2.002752, -0.869779, -0.857681], [2.067288, -2.250615, 1.089507], [0.731999, -2.460465, 0.993892], [0.136820, -3.238439, 1.864603], [0.833558, -3.874112, 2.907566], [2.176186, -3.658442, 3.035982], [2.848043, -2.821924, 2.115004], [9.632708, 3.601035, 2.702845], [9.677309, 2.065357, 1.805248], [10.149075, 2.108646, 3.522356], [5.705518, 1.820893, 3.669201], [4.678138, -0.416532, 3.856100], [8.470396, -2.215691, 3.123344], [9.502646, 0.008009, 2.871905], [5.883122, -1.535003, 1.257886], [4.571887, -0.576846, -0.561786], [-0.932053, -3.381854, 1.737223], [0.301032, -4.515224, 3.599244], [2.747976, -4.116614, 3.831333], [-2.660241, 2.098901, 1.044298], [-3.461359, 2.586728, 2.277230], [-3.473898, 1.555111, 3.323561], [-4.036992, 0.324517, 2.758990], [-3.176423, -0.172013, 1.566277], [-2.091003, 0.776481, 1.318585], [-1.243215, 0.858134, 2.503342], [-2.092642, 1.291251, 3.729687], [-1.850140, 2.785393, 0.789332], [-3.298637, 2.019670, 0.171352], [-4.494349, 2.812112, 2.002992], [-3.027023, 3.494197, 2.704448], [-5.060676, 0.537124, 2.442217], [-4.083708, -0.423928, 3.555285], [-3.764643, -0.265627, 0.652126], [-2.738648, -1.152957, 1.767262], [-0.444633, 1.575168, 2.298768], [-0.777987, -0.118651, 2.665230], [-1.692648, 2.199745, 4.187941], [-2.107428, 0.511353, 4.496482]],
  "forces_ev_per_angstrom": [[-2.111, 0.979, -0.046], [-0.062, 0.027, -0.118], [0.021, -0.129, -0.155], [-0.216, -0.036, 0.017], [-0.041, 0.005, -0.082], [0.374, 0.190, -0.224], [-0.210, 0.125, -0.009], [-0.043, -0.359, 0.123], [-0.031, 0.004, 0.125], [0.027, 0.088, 0.046], [-0.037, -0.099, -0.029], [0.092, 0.146, 0.094], [-0.078, 0.196, -0.222], [0.011, -0.232, 0.063], [-0.051, -0.014, 0.140], [0.075, -0.019, -0.082], [-0.018, -0.005, -0.001], [-0.018, 0.010, -0.024], [-0.010, 0.064, -0.018], [0.162, -0.163, 0.101], [-0.683, -0.510, -0.174], [0.013, 0.019, -0.005], [0.027, -0.064, -0.132], [-0.046, 0.001, 0.001], [0.120, 0.015, 0.004], [0.011, -0.028, -0.002], [0.062, 0.037, -0.002], [0.017, -0.031, -0.002], [-0.029, 0.024, 0.004], [0.131, 0.356, -0.220], [-0.020, 0.011, 0.007], [-0.001, -0.018, -0.006], [-0.025, 0.001, 0.000], [-0.008, -0.001, 0.009], [-0.016, -0.026, 0.009], [-0.007, 0.014, 0.000], [-0.008, 0.000, -0.004], [-0.010, -0.004, 0.000], [-0.015, -0.009, 0.003], [0.012, -0.005, -0.015], [-0.082, -0.068, 0.034], [0.025, 0.003, -0.022], [0.046, -0.007, -0.007], [-0.057, 0.117, 0.162], [0.204, -0.212, 0.193], [0.021, 0.004, -0.010], [-0.058, 0.069, 0.006], [0.152, 0.279, 0.040], [-0.183, -0.039, -0.101], [-0.045, -0.153, 0.011], [0.076, 0.012, -0.190], [-0.051, -0.038, 0.003], [0.128, -0.098, 0.198], [1.913, -0.228, 0.244], [-0.016, 0.091, -0.033], [0.460, -0.295, 0.344], [0.132, -0.019, -0.002], [-0.114, -0.001, 0.005], [0.059, 0.008, -0.006], [-0.027, -0.023, 0.036], [0.006, -0.013, 0.000], [0.015, -0.001, -0.010], [0.015, -0.005, 0.007], [-0.008, 0.039, 0.002], [0.038, 0.008, 0.010], [0.006, -0.006, 0.000], [0.021, 0.016, -0.005], [-0.109, -0.025, -0.094], [0.022, 0.010, 0.001], [-0.033, -0.005, -0.008], [0.006, -0.005, -0.005], [0.004, 0.001, 0.006], [0.030, 0.040, 0.052], [-0.019, 0.054, 0.005], [0.011, 0.003, 0.000], [-0.026, -0.038, -0.007], [-0.024, 0.025, -0.035], [0.112, 0.018, 0.001], [0.012, -0.049, 0.024], [0.029, -0.009, 0.025], [0.006, 0.007, 0.008], [-0.062, -0.005, -0.078], [0.002, 0.003, 0.001], [-0.007, 0.005, 0.008], [-0.002, 0.009, 0.004], [-0.009, -0.004, 0.000], [0.003, -0.013, -0.010], [0.005, -0.019, -0.005], [0.006, 0.005, 0.005], [0.011, -0.004, 0.007], [-0.002, -0.002, 0.007], [0.001, 0.001, 0.003]],
  "mulliken_charge": [1.612, -1.346, 0.907, -1.301, -1.208, 1.153, -1.551, -0.998, 0.409, -0.854, -0.573, -0.449, 0.528, -0.601, -0.912, -0.058, -1.043, -0.544, -0.641, 0.815, -0.442, 0.247, 0.431, 0.426, 0.265, 0.694, 0.588, 0.272, 0.324, 0.428, 0.072, 0.162, 0.401, 0.331, 0.341, 0.283, 0.357, 0.339, 0.331, -0.860, -0.429, 0.877, -0.764, 0.304, -0.115, -0.572, -0.417, -0.951, -0.207, -0.087, -0.056, -1.018, 0.288, -0.727, -0.526, 0.240, -0.460, -0.890, -0.570, 1.215, 0.234, 0.350, 0.328, 0.415, 0.370, 0.334, 0.358, 0.352, 0.429, 0.464, 0.393, 0.468, 0.969, -0.924, -0.237, -0.769, -0.055, 0.085, -0.494, -0.771, 0.476, -1.219, 0.419, 0.222, 0.316, 0.335, 0.225, 0.138, 0.496, 0.183, 0.290, 0.349]
}